16
Properties=species:S:1:pos:R:3:forces:R:3:nbo_charge:R:1 method="wB97M-V/def2-TZVPD" e_tot_ev=-19128.498 e_homo_ev=-8.4836 charge=0 smiles="C[C@H]1C=NNC(=S)C1" e_above_lowest_kj_mol=185.59 lumo_energy_ev=0.22
C -0.222 2.369 -0.722 -1.568 1.572 0.601 -0.613
C -1.005 1.049 -0.813 -0.568 -0.100 -1.322 -0.300
C -1.022 0.278 0.448 -1.608 -2.258 0.318 -0.494
C 0.164 -0.666 0.630 -0.156 1.261 1.212 0.123
C -0.438 0.163 -1.911 -3.004 3.950 -2.227 0.093
H -0.137 2.672 -1.777 0.431 0.586 0.582 0.216
H -0.914 3.116 -0.154 1.138 -1.057 -1.166 0.215
H 0.735 2.446 -0.149 -0.591 -0.801 -0.773 0.232
H -2.069 1.250 -1.115 1.001 0.248 0.269 0.227
H -2.045 -0.209 0.615 1.529 -0.181 -0.508 0.248
H -1.035 0.906 1.277 0.377 1.281 1.479 0.251
H 1.640 -1.580 -0.474 -0.979 1.175 0.347 0.412
H -0.658 0.365 -3.014 -0.139 -0.240 1.609 0.195
N 0.891 -0.847 -0.487 1.578 -2.346 1.536 -0.428
N 0.443 -0.648 -1.732 2.661 -2.789 -1.099 -0.240
S 0.642 -1.104 2.158 -0.103 -0.298 -0.859 -0.137

16
Properties=species:S:1:pos:R:3:forces:R:3:nbo_charge:R:1 method="wB97M-V/def2-TZVPD" e_tot_ev=-19129.316 e_homo_ev=-7.9584 charge=0 smiles="C/C(C=S)=C/N=C/N" e_above_lowest_kj_mol=106.61 lumo_energy_ev=-0.18
C 2.171 1.451 0.003 0.167 0.502 -0.216 -0.630
C 1.254 0.264 -0.001 -0.394 0.363 0.066 -0.155
C 1.797 -1.068 0.005 -0.107 -0.476 -0.006 -0.269
C -0.098 0.429 -0.002 0.116 0.446 -0.054 0.075
C -2.262 -0.293 0.005 1.291 0.823 -0.101 0.319
H 2.851 1.430 -0.870 -0.377 0.044 0.357 0.228
H 2.826 1.451 0.882 -0.133 -0.092 -0.094 0.227
H 1.603 2.404 0.007 0.288 -0.559 -0.093 0.207
H 1.032 -1.854 0.010 0.286 0.197 -0.003 0.217
H -0.498 1.471 -0.019 0.222 -0.683 0.040 0.163
H -2.614 0.760 -0.007 0.217 -0.486 0.042 0.153
H -2.983 -2.193 -0.010 -0.084 0.575 0.021 0.411
H -4.219 -0.961 -0.011 0.750 -0.029 0.014 0.405
N -1.004 -0.615 0.003 -1.034 0.336 0.030 -0.549
N -3.230 -1.204 0.005 -1.017 -1.068 -0.008 -0.773
S 3.375 -1.473 0.001 -0.191 0.107 0.006 -0.030

16
Properties=species:S:1:pos:R:3:forces:R:3:nbo_charge:R:1 method="wB97M-V/def2-TZVPD" e_tot_ev=-19125.828 e_homo_ev=-8.1905 charge=0 e_above_lowest_kj_mol=443.16 lumo_energy_ev=-0.19
C -1.434 -1.851 -0.629 -5.656 -5.750 4.145 -0.614
C -0.822 -0.644 -0.660 2.377 4.965 1.364 -0.100
C -1.054 0.499 0.329 -0.089 0.262 0.050 -0.238
C 1.439 0.283 -0.344 -0.830 0.259 0.240 0.339
C 2.112 1.781 1.124 0.393 3.712 3.865 -0.080
H -1.671 -2.162 0.516 0.629 0.159 -2.583 0.206
H -2.478 -1.855 -1.114 1.334 0.503 0.666 0.232
H -0.969 -2.638 -1.167 0.937 -0.834 -0.145 0.223
H -0.693 -0.565 -1.736 0.974 2.093 -0.045 0.216
H -1.184 1.524 -0.127 0.627 -1.126 0.744 0.227
H -1.618 0.366 1.337 0.819 -0.008 -2.156 0.228
H 1.700 -0.387 -1.147 0.086 0.159 -0.531 0.172
H 2.423 1.084 2.063 -0.926 1.489 -2.352 0.214
N 0.276 -0.200 0.365 -0.171 0.220 -2.748 -0.436
N 2.163 1.324 -0.097 -0.793 -4.206 -1.170 -0.470
S 1.810 3.440 1.286 0.289 -1.896 0.655 -0.120

17
Properties=species:S:1:pos:R:3:forces:R:3:nbo_charge:R:1 method="wB97M-V/def2-TZVPD" e_tot_ev=-11824.039 e_homo_ev=-14.7490 charge=+1 smiles="[NH2+]=COCC1=NCC=N1" e_above_lowest_kj_mol=185.55 lumo_energy_ev=-3.83
C 1.246 0.219 -2.370 0.313 -0.612 -2.281 0.180
C 0.081 -0.674 -1.999 2.323 -0.321 -0.125 -0.342
C 0.827 0.518 -0.335 -0.930 -0.726 -0.970 0.381
C 0.841 1.263 0.932 2.096 2.325 -0.715 -0.167
C -0.337 -0.187 2.407 -1.945 -0.070 1.725 0.572
N 1.593 0.992 -1.429 0.545 0.042 1.341 -0.435
N -0.053 -0.374 -0.623 -0.199 0.370 1.494 -0.485
N -1.410 -0.394 1.685 0.322 -2.818 -0.586 -0.755
O 0.629 0.587 2.179 1.436 0.729 -1.576 -0.380
H 1.704 0.278 -3.399 -0.597 0.006 1.225 0.236
H -0.683 -0.161 -2.571 -0.962 -0.922 -0.394 0.273
H 1.886 1.789 0.984 -2.198 -0.892 0.316 0.276
H 0.049 2.004 0.685 0.383 0.042 1.079 0.252
H -0.225 -0.490 3.441 -0.574 -0.647 0.092 0.217
H -1.131 -0.500 0.611 -0.372 0.608 0.708 0.459
H -2.031 -1.210 2.023 1.220 2.005 -0.445 0.444
H 0.322 -1.767 -2.059 -0.861 0.880 -0.889 0.274

17
Properties=species:S:1:pos:R:3:forces:R:3:nbo_charge:R:1 method="wB97M-V/def2-TZVPD" e_tot_ev=-11820.279 e_homo_ev="-13.9309 / -13.9307" charge=+1 e_above_lowest_kj_mol=548.27 lumo_energy_ev="-6.46 / -6.46"
C -2.062 1.278 0.096 2.637 -1.025 -0.246 -0.246
C -1.727 -0.029 -0.137 -1.676 0.500 0.413 0.035
C -3.949 -0.598 0.059 1.445 -2.594 -0.167 0.883
C 0.326 -0.325 -1.256 0.530 0.051 -0.963 -0.419
C 0.403 -0.054 1.172 0.435 0.284 0.682 -0.427
N -3.349 1.587 -0.121 -0.880 0.060 0.214 0.082
N -4.169 0.632 -0.073 -2.056 2.285 -0.486 -0.286
N -0.390 -0.550 0.025 0.114 -0.200 0.204 -0.412
O -4.210 -1.714 0.121 -0.120 0.460 0.241 -0.340
H -1.402 2.129 0.214 -0.039 0.100 0.120 0.230
H 0.509 0.740 -1.386 -0.072 -0.027 0.152 0.236
H 1.276 -0.857 -1.244 -0.057 -0.021 0.129 0.245
H -0.279 -0.680 -2.089 -0.062 -0.041 0.147 0.255
H -0.126 -0.236 2.105 -0.143 -0.040 -0.093 0.243
H 1.358 -0.576 1.206 -0.044 -0.039 -0.103 0.242
H 0.587 1.012 1.067 -0.074 -0.046 -0.124 0.233
H -0.501 -1.567 0.137 0.062 0.293 -0.120 0.446

18
Properties=species:S:1:pos:R:3:forces:R:3:nbo_charge:R:1 method="wB97M-V/def2-TZVPD" e_tot_ev=-13872.869 e_homo_ev="0.3696 / -3.5327" spin_multiplicity=3 charge=-1 e_above_lowest_kj_mol=286.13 lumo_energy_ev="3.75 / 0.20"
C -0.532 -2.139 -0.150 0.201 0.372 1.204 -0.181
C -0.172 -1.111 0.653 2.867 0.282 0.006 -0.277
C -1.093 -0.020 1.094 2.343 -0.900 1.947 0.645
C 0.320 -3.249 -0.716 -2.363 -1.245 1.256 -0.651
C 0.016 3.527 -0.019 1.297 0.238 -2.517 -0.474
N 2.000 0.605 -0.499 1.883 -2.443 -0.899 -0.407
N 1.239 1.472 -0.483 1.212 -4.357 5.229 0.087
N 0.754 2.460 -0.792 -3.558 8.650 -4.499 -0.426
O -2.145 0.124 0.396 -0.615 0.612 -0.262 -0.315
O -0.766 0.535 2.165 -1.457 0.277 -0.954 -0.644
H -1.569 -2.193 -0.470 -0.065 0.227 0.162 0.186
H 1.165 -2.838 -1.156 1.846 0.466 -0.804 0.227
H -0.377 -3.631 -1.465 0.653 -0.444 -0.443 0.202
H 0.550 -4.146 -0.046 -0.148 1.439 -0.553 0.207
H -0.877 3.805 -0.663 1.014 -0.265 1.107 0.191
H -0.192 3.242 0.953 -1.061 -0.946 2.132 0.189
H 0.702 4.429 0.112 -0.758 -1.031 -0.627 0.177
H 0.977 -0.871 1.085 -3.289 -0.933 -1.484 0.264

Please write out number 5 again, unchanged.
17
Properties=species:S:1:pos:R:3:forces:R:3:nbo_charge:R:1 method="wB97M-V/def2-TZVPD" e_tot_ev=-11820.279 e_homo_ev="-13.9309 / -13.9307" charge=+1 e_above_lowest_kj_mol=548.27 lumo_energy_ev="-6.46 / -6.46"
C -2.062 1.278 0.096 2.637 -1.025 -0.246 -0.246
C -1.727 -0.029 -0.137 -1.676 0.500 0.413 0.035
C -3.949 -0.598 0.059 1.445 -2.594 -0.167 0.883
C 0.326 -0.325 -1.256 0.530 0.051 -0.963 -0.419
C 0.403 -0.054 1.172 0.435 0.284 0.682 -0.427
N -3.349 1.587 -0.121 -0.880 0.060 0.214 0.082
N -4.169 0.632 -0.073 -2.056 2.285 -0.486 -0.286
N -0.390 -0.550 0.025 0.114 -0.200 0.204 -0.412
O -4.210 -1.714 0.121 -0.120 0.460 0.241 -0.340
H -1.402 2.129 0.214 -0.039 0.100 0.120 0.230
H 0.509 0.740 -1.386 -0.072 -0.027 0.152 0.236
H 1.276 -0.857 -1.244 -0.057 -0.021 0.129 0.245
H -0.279 -0.680 -2.089 -0.062 -0.041 0.147 0.255
H -0.126 -0.236 2.105 -0.143 -0.040 -0.093 0.243
H 1.358 -0.576 1.206 -0.044 -0.039 -0.103 0.242
H 0.587 1.012 1.067 -0.074 -0.046 -0.124 0.233
H -0.501 -1.567 0.137 0.062 0.293 -0.120 0.446